{
  "formula": "C18H25",
  "method": "ωB97M-V/def2-TZVPD",
  "symbols": ["C", "C", "C", "C", "C", "C", "C", "C", "C", "C", "C", "H", "H", "H", "H", "H", "H", "H", "H", "H", "H", "H", "H", "H", "H", "H", "C", "C", "C", "C", "C", "C", "C", "H", "H", "H", "H", "H", "H", "H", "H", "H", "H"],
  "coordinates": [[-1.47553, 0.31892, 1.74495], [-0.25809, 0.96936, 1.21796], [1.06975, 0.74583, 1.64037], [2.01840, 1.82084, 1.86170], [1.60282, 3.25494, 1.96549], [3.37225, 1.54599, 2.04303], [3.89369, 0.24729, 2.09369], [5.36758, -0.01761, 2.18816], [2.95495, -0.79322, 2.06737], [1.58177, -0.58592, 1.90648], [0.68774, -1.77431, 2.01143], [-2.25500, 1.09483, 1.82340], [-1.92818, -0.42481, 1.07653], [-1.32760, -0.18426, 2.71435], [-0.48284, 1.86559, 0.62420], [2.52216, 3.83696, 2.08979], [1.04223, 3.63496, 1.10287], [0.99039, 3.40402, 2.86383], [4.06155, 2.37420, 2.20732], [5.53914, -1.09555, 2.19649], [5.89569, 0.40228, 1.32634], [5.83246, 0.41359, 3.08213], [3.32475, -1.81190, 2.23744], [1.31077, -2.66640, 2.11609], [0.08116, -1.69464, 2.91907], [0.02167, -1.91006, 1.15059], [-3.64761, -1.65534, -2.49865], [-2.31502, -1.53981, -1.76618], [-1.76272, -0.16910, -1.58225], [-1.79751, 0.77115, -2.56577], [-2.33252, 0.66397, -3.89271], [-2.95687, -0.36393, -4.53557], [-3.38646, -1.69085, -4.00771], [-4.14567, -2.58412, -2.18439], [-4.31181, -0.81680, -2.28027], [-2.44157, -1.99103, -0.76722], [-1.57229, -2.14397, -2.31202], [-1.18082, -0.00976, -0.67183], [-1.27187, 1.71719, -2.39672], [-2.15911, 1.57659, -4.47618], [-3.18593, -0.25029, -5.59704], [-2.65496, -2.49839, -4.22327], [-4.32095, -1.98643, -4.51330]],
  "mulliken_charge": [-0.99, -0.06, 0.85, 0.96, -1.59, -0.83, 0.37, -1.42, -0.96, 1.10, -1.46, 0.33, 0.24, 0.40, 0.41, 0.37, 0.35, 0.36, 0.36, 0.37, 0.35, 0.35, 0.27, 0.40, 0.32, 0.22, -0.83, -0.62, 0.25, -0.11, -0.40, -0.37, -0.75, 0.37, 0.36, 0.24, 0.33, -0.15, 0.28, 0.30, 0.34, 0.31, 0.38],
  "e_above_lowest_kcal_mol": 0.00,
  "homo_ev": -10.645,
  "homo_lumo_gap_ev": 4.8,
  "total_charge": 1,
  "energy_ev": -19062.7064,
  "e_lumo_ev": -5.82,
  "molar_mass_g_mol": 241.40
}